# 1
This record from the Open Molecules 2025 dataset describes a structure of composition C16H17F6IMgN2O. The level of theory is ωB97M-V/def2-TZVPD.

Structure (ORCA input):
```
! wB97M-V def2-TZVPD RIJCOSX def2/J DEFGRID3
* xyz 0 1
C 2.32 3.57 0.74
C 3.37 2.60 0.21
H 1.89 4.15 -0.08
H 2.74 4.33 1.40
H 1.55 3.03 1.29
H 2.96 1.95 -0.57
H 4.23 3.11 -0.23
H 3.77 1.98 1.02
C -2.82 1.49 -0.86
C -4.07 1.50 -1.49
C -4.31 0.51 -2.46
C -3.38 -0.53 -2.66
H -2.55 2.21 -0.09
H -4.80 2.26 -1.21
H -5.24 0.54 -3.06
H -3.55 -1.41 -3.29
N -1.89 0.62 -1.19
C -2.14 -0.43 -2.01
C -1.02 -1.39 -2.13
N 0.14 -0.95 -1.59
C 1.17 -1.77 -1.50
C 0.07 -3.44 -2.80
C 1.23 -2.99 -2.17
H 1.99 -1.42 -0.87
H 2.18 -3.54 -2.18
C -1.11 -2.68 -2.68
H -2.09 -3.03 -2.99
H 0.08 -4.37 -3.36
Mg 0.14 0.89 -0.41
I 0.78 2.90 -2.01
C -0.70 -1.30 3.08
C 0.40 -0.49 2.40
O 0.00 0.12 1.28
C 0.91 0.57 3.43
F 1.56 0.00 4.49
F 1.74 1.52 2.89
F -0.14 1.28 3.94
C 1.59 -1.47 2.09
F 1.95 -2.26 3.13
F 1.20 -2.33 1.09
F 2.71 -0.84 1.61
H -1.51 -0.65 3.41
H -0.26 -1.79 3.95
H -1.10 -2.07 2.40
*
```

**Frontier orbital gap**: 7.16 eV
**LUMO level**: -0.0326 hartree
**HOMO energy**: -8.05 eV
**Energy**: -1901.80471 hartree

Results of the natural (NBO) charge analysis, in e, for atoms 1 through 4: -0.624, -0.620, 0.220, 0.201

=====

# 2
This record from the Open Molecules 2025 dataset describes a structure of composition C34H36BrIrN3O5Se2Si. The level of theory is ωB97M-V/def2-TZVPD.

Structure (ORCA input):
```
! wB97M-V def2-TZVPD RIJCOSX def2/J DEFGRID3
* xyz 0 2
Ir 0.51 0.42 0.40
O 4.96 3.94 -1.56
C 4.49 4.18 -0.23
C 3.31 3.25 0.06
C 2.93 3.52 1.52
O 1.62 3.06 1.76
C 3.75 1.80 -0.21
Se 2.97 0.40 0.88
C 2.17 3.60 -0.87
Se 0.78 2.25 -1.17
H 5.70 4.52 -1.74
H 4.17 5.21 -0.11
H 5.28 3.98 0.50
H 2.97 4.60 1.71
H 3.66 3.02 2.16
H 1.49 2.88 2.70
H 4.82 1.70 -0.04
H 3.55 1.55 -1.25
H 2.54 3.81 -1.87
H 1.65 4.48 -0.49
Br -5.71 3.73 1.33
C -4.08 2.98 1.96
C -2.90 3.30 1.31
C -1.72 2.72 1.75
C -1.72 1.85 2.83
C -2.91 1.57 3.49
C -4.10 2.12 3.05
C -0.43 1.23 3.33
O -0.17 1.31 4.51
O 0.39 0.68 2.46
H -2.91 3.99 0.47
H -0.79 2.96 1.25
H -2.90 0.91 4.35
H -5.04 1.88 3.54
C -5.03 1.35 -2.07
N -3.86 0.88 -1.35
C -3.94 0.06 -0.16
C -2.48 -0.01 0.24
O -2.03 -0.59 1.20
N -1.72 0.67 -0.68
C -2.57 1.18 -1.58
N -2.15 1.90 -2.62
H -5.70 0.52 -2.27
H -4.75 1.80 -3.02
H -5.57 2.10 -1.48
H -4.33 -0.93 -0.39
H -4.55 0.52 0.62
H -1.17 2.12 -2.67
H -2.79 2.33 -3.26
C 4.77 -3.79 -1.61
C 3.78 -4.52 -0.97
C 2.58 -3.91 -0.61
C 2.35 -2.56 -0.90
C 3.35 -1.85 -1.57
C 4.55 -2.45 -1.91
Si 0.70 -1.83 -0.38
C 0.26 -2.73 1.21
C 0.84 -2.30 2.41
C 0.49 -2.89 3.62
C -0.42 -3.94 3.64
C -0.97 -4.40 2.45
C -0.64 -3.79 1.25
C -0.48 -2.34 -1.75
C -1.85 -2.52 -1.51
C -2.70 -2.97 -2.52
C -2.19 -3.25 -3.78
C -0.85 -3.05 -4.04
C 0.00 -2.60 -3.04
H 5.70 -4.26 -1.88
H 3.93 -5.57 -0.74
H 1.83 -4.48 -0.09
H 3.18 -0.81 -1.82
H 5.32 -1.87 -2.41
H 1.56 -1.49 2.41
H 0.92 -2.52 4.54
H -0.70 -4.39 4.58
H -1.66 -5.24 2.46
H -1.08 -4.17 0.33
H -2.25 -2.33 -0.53
H -3.76 -3.12 -2.31
H -2.85 -3.63 -4.56
H -0.45 -3.27 -5.02
H 1.05 -2.45 -3.25
*
```

**Frontier orbital gap (alpha / beta)**: 6.28 / 6.18 eV
**LUMO level (alpha / beta)**: -0.0381 / -0.0415 hartree
**Energy above the lowest of the compared OMol25 structures with the same formula, charge and spin**: 2.4824 eV
**HOMO energy (alpha / beta)**: -7.31 / -7.31 eV
**Energy**: -9628.42680 hartree

Results of the Löwdin charge analysis, in e, for atoms 1 through 4: 0.731, -0.050, -0.219, -0.572

=====

# 3
This record from the Open Molecules 2025 dataset describes the molecule C4H6ClNO2. The level of theory is ωB97M-V/def2-TZVPD.

Structure (ORCA input):
```
! wB97M-V def2-TZVPD RIJCOSX def2/J DEFGRID3
* xyz 0 1
O 2.71 -1.62 -0.11
C 1.79 -0.86 -0.12
N 0.77 -0.59 0.82
C -0.18 0.40 0.42
C -1.67 -0.01 0.47
Cl -2.11 -1.37 -0.61
C 0.31 0.67 -1.03
O 1.42 -0.18 -1.24
H 1.01 -0.64 1.85
H -0.13 1.41 0.91
H -1.87 -0.31 1.52
H -2.33 0.80 0.22
H 0.71 1.75 -1.25
H -0.45 0.56 -1.83
*
```

**Frontier orbital gap**: 10.86 eV
**LUMO level**: 0.0194 hartree
**Energy above the lowest of the compared OMol25 structures with the same formula, charge and spin**: 0.4487 eV
**HOMO energy**: -10.33 eV
**SMILES**: O=C1N[C@H](CCl)CO1
**Energy**: -821.45607 hartree

Results of the natural (NBO) charge analysis, in e, for atoms 1 through 4: -0.572, 0.893, -0.665, -0.098

=====

# 4
This record from the Open Molecules 2025 dataset describes the molecule C3H6N4. The level of theory is ωB97M-V/def2-TZVPD.

Structure (ORCA input):
```
! wB97M-V def2-TZVPD RIJCOSX def2/J DEFGRID3
* xyz 0 1
C -0.76 0.94 -0.21
C -1.25 -2.26 -0.90
C 0.96 2.29 0.82
N 1.19 -0.09 0.46
N -0.66 -0.74 -0.43
N 0.52 -1.07 0.05
N 0.44 1.03 0.30
H -0.34 -2.97 -0.77
H -2.09 -2.64 -0.18
H -1.52 -2.31 -2.01
H 1.21 2.82 0.02
H 0.36 2.87 1.44
H 1.96 2.13 1.41
*
```

**Frontier orbital gap**: 10.78 eV
**LUMO level**: 0.0350 hartree
**Energy above the lowest of the compared OMol25 structures with the same formula, charge and spin**: 5.6045 eV
**HOMO energy**: -9.83 eV
**Energy**: -336.74329 hartree

Results of the natural (NBO) charge analysis, in e, for atoms 1 through 4: 0.203, -0.400, -0.387, -0.118

=====

# 5
This record from the Open Molecules 2025 dataset describes the molecule C20H24N2O5S2. The level of theory is ωB97M-V/def2-TZVPD.

Structure (ORCA input):
```
! wB97M-V def2-TZVPD RIJCOSX def2/J DEFGRID3
* xyz 0 1
C 5.73 3.54 1.36
O 4.50 3.23 0.75
C 4.59 2.14 -0.13
C 3.19 1.86 -0.66
S 3.22 0.54 -1.91
C 3.78 -0.84 -0.91
C 4.99 -1.43 -1.27
C 5.51 -2.47 -0.53
C 4.85 -2.91 0.61
C 3.65 -2.32 0.97
C 3.08 -1.31 0.21
C 1.77 -0.78 0.68
O 1.53 -0.64 1.86
N 0.87 -0.55 -0.33
C -0.42 -0.04 -0.25
C -1.11 0.15 -1.45
C -2.40 0.64 -1.44
C -3.00 0.95 -0.23
S -4.69 1.54 -0.22
O -4.98 2.11 -1.50
O -4.89 2.32 0.97
N -5.68 0.21 -0.07
C -5.76 -0.46 1.21
C -4.85 -1.70 1.25
O -5.12 -2.55 0.16
C -4.92 -1.90 -1.08
C -5.84 -0.67 -1.20
C -2.32 0.79 0.96
C -1.03 0.29 0.96
H 6.11 2.70 1.95
H 6.48 3.81 0.61
H 5.54 4.39 2.01
H 4.97 1.24 0.40
H 5.27 2.36 -0.96
H 2.51 1.60 0.15
H 2.81 2.74 -1.18
H 5.50 -1.06 -2.14
H 6.45 -2.92 -0.82
H 5.26 -3.70 1.21
H 3.12 -2.65 1.85
H 1.22 -0.68 -1.27
H -0.63 -0.09 -2.38
H -2.95 0.81 -2.35
H -5.48 0.26 1.97
H -6.80 -0.77 1.37
H -5.04 -2.29 2.14
H -3.79 -1.39 1.23
H -5.15 -2.63 -1.85
H -3.87 -1.59 -1.17
H -5.61 -0.09 -2.09
H -6.88 -1.00 -1.23
H -2.81 1.07 1.88
H -0.49 0.16 1.89
*
```

**Frontier orbital gap**: 8.75 eV
**LUMO level**: 0.0025 hartree
**Energy above the lowest of the compared OMol25 structures with the same formula, charge and spin**: 1.0718 eV
**HOMO energy**: -8.68 eV
**SMILES**: COCCSc1ccccc1C(=O)Nc1ccc(S(=O)(=O)N2CCOCC2)cc1
**Energy**: -2058.59100 hartree

Results of the natural (NBO) charge analysis, in e, for atoms 1 through 4: -0.245, -0.536, -0.073, -0.527

=====

# 6
This record from the Open Molecules 2025 dataset describes the molecule C5H6O2. The level of theory is ωB97M-V/def2-TZVPD.

Structure (ORCA input):
```
! wB97M-V def2-TZVPD RIJCOSX def2/J DEFGRID3
* xyz 0 1
C 2.43 0.06 -0.37
C 1.33 -0.08 0.06
C 0.03 -0.45 0.80
O -0.89 -1.21 0.09
C -1.06 -0.41 -0.99
C -0.78 1.09 -0.35
O -0.61 0.84 0.99
H 3.57 -0.01 -0.65
H 0.35 -1.06 1.79
H -0.42 -0.19 -1.86
H -1.95 -0.43 -1.23
H -1.60 1.95 -0.74
H 0.38 1.36 -0.86
*
```

**Frontier orbital gap**: 10.70 eV
**LUMO level**: 0.0359 hartree
**Energy above the lowest of the compared OMol25 structures with the same formula, charge and spin**: 6.3675 eV
**HOMO energy**: -9.73 eV
**SMILES**: C#CC1OCCO1
**Energy**: -344.36791 hartree

Results of the natural (NBO) charge analysis, in e, for atoms 1 through 4: -0.208, -0.129, 0.295, -0.463

=====

Quick rundown of strongest force on any atom, same order as above: 1.4, 2.3, 2.9, 5.0, 1.1, 9.2 eV/A